A structure of composition C25H33FeN4O9P2S. Source: the Open Molecules 2025 dataset; level of theory: ωB97M-V with the def2-TZVPD basis set.

Structure (XYZ):
```
75
C25H33FeN4O9P2S (ωB97M-V with the def2-TZVPD basis set)
Fe -0.0180 -0.4617 0.0018
C -5.1073 1.9249 1.7023
C -5.4728 2.1196 0.2580
C -6.7978 2.1168 -0.1620
C -7.1304 2.2906 -1.4989
C -6.1354 2.4613 -2.4482
C -4.8044 2.4533 -2.0559
C -4.4854 2.2956 -0.7145
N -3.1140 2.2918 -0.3115
C -2.4173 1.1411 -0.1085
N -3.0689 -0.0081 -0.3535
C -2.7915 -1.3335 0.0933
C -1.5057 -1.7680 0.3874
C -1.3272 -3.0635 0.8646
C -2.4087 -3.9196 0.9919
C -3.6782 -3.4802 0.6416
C -3.8986 -2.1869 0.1939
C -5.2770 -1.7275 -0.1977
N -1.1759 1.1652 0.3161
C -0.6073 2.3556 0.8451
C -0.7418 2.6043 2.2121
C -0.1274 3.6990 2.7948
C 0.6336 4.5567 2.0078
C 0.7724 4.3054 0.6518
C 0.1670 3.2041 0.0404
C 0.3817 2.9297 -1.4211
H -5.9999 1.9135 2.3257
H -4.4473 2.7205 2.0510
H -4.5776 0.9802 1.8518
H -7.5809 1.9809 0.5742
H -8.1706 2.2876 -1.7978
H -6.3893 2.5834 -3.4926
H -4.0005 2.5308 -2.7771
H -2.5536 3.0944 -0.5540
H -3.8831 0.0882 -0.9418
H -0.3340 -3.4088 1.1304
H -2.2661 -4.9305 1.3524
H -4.5230 -4.1543 0.7227
H -6.0068 -2.5123 -0.0060
H -5.3300 -1.4858 -1.2643
H -5.5854 -0.8372 0.3563
H -1.3107 1.9005 2.8056
H -0.2410 3.8808 3.8556
H 1.1115 5.4225 2.4488
H 1.3647 4.9745 0.0384
H 0.7234 3.8321 -1.9275
H -0.5171 2.5594 -1.9129
H 1.1548 2.1674 -1.5561
N 2.6783 1.7648 1.8073
C 3.1494 0.3286 1.7590
C 4.5380 0.2523 2.3722
P 1.8789 -0.6948 2.5969
O 1.8651 -0.0520 4.0838
O 2.2920 -2.1069 2.6051
O 0.5956 -0.1908 1.9489
P 3.1566 -0.0647 -0.0665
O 4.3753 -1.0722 -0.2462
O 1.8953 -0.8415 -0.3808
O 3.4209 1.2507 -0.6968
H 1.6493 1.7929 1.7572
H 3.0454 2.2258 0.9580
H 2.9587 2.2270 2.6703
H 4.5239 0.6271 3.3993
H 5.2638 0.8223 1.7891
H 4.8608 -0.7857 2.3959
H 2.1865 -0.6989 4.7236
H 4.0857 -1.9886 -0.1371
C -0.3851 -0.3204 -4.5209
S -1.3399 -0.1880 -3.0409
O -2.2873 -1.2733 -3.0248
O -1.9127 1.1483 -3.0186
O -0.2876 -0.3340 -1.9754
H -1.0666 -0.2098 -5.3611
H 0.0855 -1.3000 -4.5347
H 0.3635 0.4679 -4.5250
```

E_LUMO (alpha / beta): 0.28 / -0.34 eV
Total energy: -114657.6152 eV
Multiplicity: 6
<S²>: 8.758
Highest occupied orbital energy (alpha / beta): -8.28 / -8.27 eV
Energy relative to the best compared isomer or geometry (same formula, charge and spin): 0.0 kJ/mol

Let us look at the Mulliken charges, expressed in e, one per atom:
1. Fe 0.8242
2. C -1.1816
3. C 1.1556
4. C -0.7597
5. C -0.6315
6. C -0.7703
7. C -0.2720
8. C -0.6100
9. N 0.5236
10. C -0.9169
11. N 1.4176
12. C 0.3349
13. C 0.1356
14. C -0.0261
15. C -1.0181
16. C -0.8849
17. C 0.5493
18. C -1.2433
19. N 0.8404
20. C -1.9107
21. C 0.3465
22. C -1.0252
23. C -0.7612
24. C -1.0477
25. C 2.2441
26. C -1.0789
27. H 0.4507
28. H 0.3292
29. H 0.1787
30. H 0.3971
31. H 0.4002
32. H 0.4078
33. H 0.5155
34. H 0.3840
35. H 0.1809
36. H 0.5615
37. H 0.4248
38. H 0.3586
39. H 0.4133
40. H 0.3129
41. H 0.1811
42. H 0.4948
43. H 0.4562
44. H 0.4347
45. H 0.4741
46. H 0.5744
47. H -0.0520
48. H 0.0223
49. N 0.0218
50. C 0.8172
51. C -1.7925
52. P 0.4610
53. O -0.6159
54. O -0.8689
55. O -0.3432
56. P 0.7609
57. O -0.5655
58. O -0.9907
59. O -0.9205
60. H -0.2827
61. H 0.5629
62. H 0.4493
63. H 0.5068
64. H 0.4499
65. H 0.3699
66. H 0.3437
67. H 0.3689
68. C -1.1569
69. S 1.0696
70. O -0.6704
71. O -0.6943
72. O -0.4432
73. H 0.3768
74. H 0.3441
75. H 0.3070